# 1
The following is a quantum chemistry calculation of C13H34BeF6N3O6P as an isolated structure, from the Open Molecules 2025 dataset.

Properties
- energy relative to the best compared isomer or geometry (same formula, charge and spin) (eV) = 19.668
- HOMO-LUMO gap (eV) = 6.53
- HOMO energy (eV) = -6.321

Atoms and positions in Å:
Be  -0.09  0.04  0.72
P  0.01  0.71  -2.57
F  -0.39  1.00  -4.10
F  1.55  0.47  -3.05
F  0.25  2.40  -2.49
F  0.40  0.54  -0.99
F  -1.58  0.83  -2.34
F  -0.17  -0.90  -2.72
O  -1.77  0.24  3.87
C  -1.18  0.01  2.71
O  -1.84  0.09  1.67
O  -0.01  -0.29  2.60
H  -2.65  0.48  3.56
C  -1.88  -2.18  1.22
C  -1.17  -1.95  -0.15
C  -1.82  -2.80  -1.31
O  -1.14  -2.64  -2.53
C  0.16  -3.30  -2.48
N  -1.18  -0.59  -0.54
H  -2.88  -1.75  1.32
H  -1.20  -1.72  1.94
H  -2.05  -3.25  1.28
H  -0.13  -2.19  0.05
H  -2.90  -2.65  -1.37
H  -1.73  -3.84  -0.98
H  0.17  -4.39  -2.46
H  0.76  -2.94  -1.65
H  0.71  -2.96  -3.35
H  -0.96  -0.77  -1.51
H  -2.12  -0.28  -0.70
C  1.90  -1.92  -0.88
C  2.27  -1.51  0.54
C  2.77  -0.07  0.68
O  1.72  0.80  0.35
C  2.13  2.05  -0.13
N  1.13  -1.75  1.40
H  0.88  -1.62  -1.12
H  1.91  -3.00  -0.99
H  2.58  -1.45  -1.59
H  3.02  -2.20  0.92
H  3.58  0.06  -0.04
H  3.16  0.24  1.64
H  1.24  2.69  -0.15
H  2.47  1.99  -1.16
H  2.76  2.48  0.64
H  1.54  -1.68  2.32
H  1.05  -2.76  1.42
C  -1.59  3.48  -0.88
C  -0.73  2.37  -0.34
C  -0.23  2.70  1.08
O  0.46  1.61  1.73
C  0.98  1.94  3.05
N  -1.50  1.12  -0.38
H  -2.28  3.85  -0.12
H  -2.05  3.27  -1.85
H  -0.92  4.33  -0.94
H  0.13  2.27  -1.00
H  -1.01  3.02  1.78
H  0.44  3.56  0.97
H  1.85  1.37  3.37
H  0.22  1.82  3.82
H  1.19  3.01  3.12
H  -2.18  1.31  0.34
H  -2.07  1.15  -1.21

# 2
The following is a quantum chemistry calculation of C3H4O3Sm as an isolated structure, from the Open Molecules 2025 dataset.

Properties
- charge = +1
- energy relative to the best compared isomer or geometry (same formula, charge and spin) (eV) = 1.126
- multiplicity = 6
- HOMO-LUMO gap (spin up / spin down) (eV) = 5.11 / 6.85
- ⟨S²⟩ = 8.9626
- HOMO energy (spin up / spin down) (eV) = -11.817 / -11.982

Atoms and positions in Å:
C  -1.02  1.94  -0.20
O  0.24  1.94  -0.15
O  0.65  -0.80  -1.19
O  -1.58  0.72  0.04
C  0.03  -1.24  -0.22
C  -0.89  -0.39  0.61
H  -0.16  -2.33  -0.17
H  -0.26  -0.02  1.45
H  -1.70  -1.04  0.96
Sm  1.95  1.18  -1.33
H  2.74  0.03  0.21

# 3
The following is a quantum chemistry calculation of an isolated ion of composition C3H9N5 and charge +2, from the Open Molecules 2025 dataset.

Properties
- charge = +2
- energy relative to the best compared isomer or geometry (same formula, charge and spin) (eV) = 2.811
- HOMO-LUMO gap (eV) = 11.08
- SMILES string = [NH3+]C1N=CN([NH3+])C=N1
- HOMO energy (eV) = -18.602

Atoms and positions in Å:
N  0.10  0.11  -2.77
C  0.63  0.30  -1.36
N  0.65  -1.01  -0.82
C  0.41  -1.21  0.34
N  0.04  0.01  1.27
N  -0.24  -0.15  2.67
C  -0.52  1.07  0.49
N  -0.30  1.16  -0.73
H  0.00  1.19  -3.11
H  -0.78  -0.35  -2.69
H  0.58  -0.33  -3.61
H  1.54  0.79  -1.52
H  0.69  -2.15  0.95
H  0.11  -1.12  2.86
H  -1.32  -0.15  2.84
H  0.24  0.58  3.14
H  -1.36  1.59  0.93

# 4
The following is a quantum chemistry calculation of C33H51AgN2OSb as an isolated structure, from the Open Molecules 2025 dataset.

Properties
- charge = -1
- energy relative to the best compared isomer or geometry (same formula, charge and spin) (eV) = 0.650
- HOMO-LUMO gap (eV) = 6.68
- HOMO energy (eV) = -4.185

Atoms and positions in Å:
Ag  -0.59  0.00  -0.78
C  -1.72  3.85  1.63
C  -1.06  2.78  2.44
C  -1.96  1.52  2.37
C  0.41  2.69  2.10
C  1.33  3.00  3.02
C  2.69  3.09  2.69
C  3.02  2.93  1.35
C  2.08  2.61  0.33
C  2.48  2.59  -1.14
C  1.71  3.68  -1.89
C  2.33  1.22  -1.76
C  0.74  2.40  0.73
O  -0.15  2.08  -0.12
H  -2.75  4.02  1.98
H  -1.77  3.48  0.61
H  -1.20  4.81  1.80
H  -1.12  3.10  3.48
H  -1.95  1.12  1.34
H  -2.98  1.75  2.64
H  -1.60  0.78  3.11
H  1.04  3.17  4.04
H  3.45  3.27  3.42
H  4.07  3.10  1.03
H  3.54  2.88  -1.13
H  0.67  3.46  -1.83
H  1.96  3.70  -2.95
H  2.03  4.64  -1.50
H  1.31  0.90  -1.92
H  2.83  0.50  -1.10
H  2.85  1.16  -2.75
N  -4.11  -0.02  -0.74
H  -5.12  -0.29  -0.66
H  -3.77  -0.57  -1.55
H  -4.16  0.93  -1.08
N  -4.05  6.15  -5.71
C  -3.61  5.20  -5.26
C  -3.14  4.03  -4.64
C  -2.43  4.08  -3.41
C  -1.88  2.94  -2.83
C  -2.09  1.70  -3.47
C  -2.84  1.66  -4.71
C  -3.38  2.80  -5.23
C  -1.62  0.50  -2.85
C  -1.67  -0.75  -2.65
H  -2.19  5.10  -2.99
H  -1.24  2.98  -1.93
H  -2.95  0.72  -5.23
H  -3.89  2.71  -6.13
C  3.38  -1.81  0.01
C  2.23  -2.67  -0.43
C  2.60  -4.14  -0.29
C  1.92  -2.41  -1.89
Sb  0.41  -2.07  0.74
C  -1.02  -3.71  0.48
C  -1.04  -4.12  -0.98
C  -2.38  -3.11  0.87
C  -0.63  -4.94  1.25
C  1.03  -2.21  2.82
C  1.96  -3.41  3.13
C  -0.24  -2.34  3.72
C  1.68  -0.84  3.14
H  4.09  -1.71  -0.79
H  3.90  -2.22  0.91
H  3.03  -0.83  0.30
H  3.49  -4.42  -0.90
H  1.78  -4.79  -0.59
H  2.91  -4.34  0.80
H  2.87  -2.62  -2.40
H  1.51  -1.40  -2.03
H  1.25  -3.11  -2.27
H  -1.27  -3.24  -1.58
H  -1.75  -4.97  -1.15
H  -0.02  -4.48  -1.32
H  -2.84  -2.54  0.10
H  -2.30  -2.44  1.70
H  -3.10  -3.95  1.15
H  0.38  -5.21  0.96
H  -1.33  -5.77  0.89
H  -0.59  -4.81  2.30
H  1.79  -4.22  2.44
H  1.88  -3.81  4.17
H  3.01  -3.06  3.00
H  -0.75  -3.28  3.61
H  -0.93  -1.47  3.44
H  -0.01  -2.24  4.80
H  2.57  -0.66  2.52
H  2.00  -0.78  4.19
H  0.99  0.00  3.02

# 5
The following is a quantum chemistry calculation of one molecule with the formula C3H4N4O, from the Open Molecules 2025 dataset.

Properties
- energy relative to the best compared isomer or geometry (same formula, charge and spin) (eV) = 4.766
- HOMO-LUMO gap (eV) = 9.00
- SMILES string = C=Nn1[nH]ncc1=O
- HOMO energy (eV) = -9.510

Atoms and positions in Å:
C  -0.36  0.01  -2.59
N  0.40  -0.53  -1.63
N  0.05  -0.27  -0.35
N  -1.16  0.56  -0.09
N  -1.30  0.56  1.35
C  -0.09  0.30  1.83
C  0.72  -0.25  0.83
O  1.93  -0.46  0.99
H  0.05  -0.22  -3.66
H  -1.23  0.71  -2.19
H  -2.07  0.03  -0.27
H  0.16  0.61  2.88

# 6
The following is a quantum chemistry calculation of one molecule with the formula C7H9NO3S, from the Open Molecules 2025 dataset.

Properties
- energy relative to the best compared isomer or geometry (same formula, charge and spin) (eV) = 7.218
- HOMO-LUMO gap (eV) = 8.53
- HOMO energy (eV) = -8.226

Atoms and positions in Å:
C  0.62  1.36  0.26
C  0.04  -0.86  1.01
C  1.27  0.06  0.93
C  2.48  -0.59  0.35
C  -1.76  1.05  0.09
C  -0.68  1.72  0.75
C  -1.69  0.34  -1.26
N  3.71  -0.16  0.25
O  4.72  -0.67  -0.23
O  1.17  2.08  -0.55
O  3.84  1.21  0.54
S  -1.36  0.15  1.66
H  4.28  1.75  -0.20
H  -0.29  -1.13  0.01
H  0.24  -1.72  1.77
H  1.51  0.53  1.86
H  2.48  -1.62  0.12
H  -2.60  1.56  0.34
H  -2.35  0.85  -1.99
H  -2.20  -0.61  -1.36
H  -0.66  0.02  -1.53

# 7
The following is a quantum chemistry calculation of an isolated ion of composition C4H6IN2 and charge +1, from the Open Molecules 2025 dataset.

Properties
- charge = +1
- energy relative to the best compared isomer or geometry (same formula, charge and spin) (eV) = 1.757
- HOMO-LUMO gap (eV) = 9.54
- SMILES string = NC(=[NH2+])[C@H]1C=C1I
- HOMO energy (eV) = -13.507

Atoms and positions in Å:
N  -0.39  -0.05  1.37
C  -0.10  -0.32  0.11
N  -0.95  -0.69  -0.86
C  1.29  -0.23  -0.27
C  2.19  0.89  0.29
C  2.29  -0.31  0.77
I  2.83  -1.65  2.33
H  0.33  0.13  2.09
H  -1.31  -0.34  1.75
H  -0.61  -0.91  -1.81
H  -1.83  -1.14  -0.68
H  1.36  -0.63  -1.26
H  2.39  1.95  -0.05

# 8
The following is a quantum chemistry calculation of a 2-piece molecular cluster, C2H10N2O overall, from the Open Molecules 2025 dataset.

Properties
- energy relative to the best compared isomer or geometry (same formula, charge and spin) (eV) = 0.243
- HOMO-LUMO gap (eV) = 9.97
- SMILES string = NCCO.N
- HOMO energy (eV) = -9.101

Atoms and positions in Å:
N  -0.84  -0.83  -2.11
C  -1.21  -0.43  -0.74
C  -0.14  -0.83  0.27
O  -0.26  -0.04  1.46
H  -0.90  -1.84  -2.18
H  -1.49  -0.42  -2.76
H  -2.13  -0.92  -0.39
H  -1.31  0.65  -0.72
H  0.86  -0.65  -0.14
H  -0.25  -1.88  0.55
H  0.47  0.61  1.43
N  2.00  1.73  1.03
H  2.55  2.18  1.74
H  2.62  1.11  0.49
H  1.75  2.45  0.35

# 9
The following is a quantum chemistry calculation of a 2-piece molecular cluster, C18H21N2O2 overall, from the Open Molecules 2025 dataset.

Properties
- charge = +1
- energy relative to the best compared isomer or geometry (same formula, charge and spin) (eV) = 0.498
- HOMO-LUMO gap (eV) = 6.93
- HOMO energy (eV) = -12.194

Atoms and positions in Å:
C  -0.73  -2.32  -2.34
C  0.58  -1.70  -2.09
N  0.78  -0.40  -2.28
C  2.06  0.19  -2.36
C  3.28  -0.45  -2.40
C  4.43  0.36  -2.45
C  4.31  1.76  -2.46
C  3.05  2.39  -2.47
C  1.91  1.59  -2.45
C  0.50  1.87  -2.45
C  -0.19  0.64  -2.37
C  -1.57  0.57  -2.40
C  -2.29  1.77  -2.43
C  -1.62  3.00  -2.45
C  -0.23  3.06  -2.46
H  -0.53  -3.40  -2.41
H  -1.50  -2.21  -1.55
H  -1.14  -1.98  -3.30
H  1.47  -2.32  -2.11
H  3.31  -1.53  -2.40
H  5.42  -0.11  -2.46
H  5.22  2.36  -2.47
H  2.94  3.47  -2.47
H  -2.07  -0.39  -2.42
H  -3.38  1.73  -2.44
H  -2.21  3.92  -2.45
H  0.32  4.00  -2.46
C  -2.82  0.37  5.87
C  -1.79  -0.71  5.62
O  -1.41  -0.62  4.23
C  -0.61  -1.63  3.84
C  -0.12  -1.46  2.41
N  -1.18  -1.77  1.47
O  -0.30  -2.58  4.52
H  -3.13  0.38  6.92
H  -2.41  1.36  5.63
H  -3.71  0.19  5.26
H  -0.91  -0.56  6.25
H  -2.20  -1.70  5.84
H  0.20  -0.42  2.29
H  0.73  -2.15  2.32
H  -0.79  -1.95  0.55
H  -1.67  -2.61  1.79

# 10
The following is a quantum chemistry calculation of one molecule with the formula C19H20BNO5, from the Open Molecules 2025 dataset.

Properties
- energy relative to the best compared isomer or geometry (same formula, charge and spin) (eV) = 0.000
- HOMO-LUMO gap (eV) = 9.07
- SMILES string = O=C(N[C@@H](Cc1coc2ccccc12)B(O)O)[C@@H](CO)c1ccccc1
- HOMO energy (eV) = -8.622

Atoms and positions in Å:
O  -2.61  -0.83  0.29
C  -1.46  -0.59  -0.05
N  -0.73  0.41  0.60
C  -1.10  1.07  1.83
C  0.09  1.66  2.59
C  1.10  0.59  2.93
C  1.11  -0.15  4.08
O  2.20  -0.98  4.13
C  2.96  -0.68  3.03
C  4.27  -1.05  2.70
C  4.86  -0.51  1.57
C  4.17  0.46  0.80
C  2.90  0.85  1.13
C  2.27  0.27  2.22
B  -2.06  2.22  1.39
O  -1.74  3.53  1.55
O  -3.27  1.83  0.81
C  -0.78  -1.34  -1.21
C  -1.17  -2.79  -1.20
O  -2.56  -2.98  -1.34
C  -1.08  -0.74  -2.55
C  -0.19  0.15  -3.15
C  -0.49  0.68  -4.39
C  -1.64  0.36  -5.06
C  -2.53  -0.49  -4.47
C  -2.25  -1.05  -3.25
H  0.25  0.53  0.36
H  -1.64  0.40  2.50
H  0.55  2.47  2.00
H  -0.28  2.09  3.51
H  0.40  -0.10  4.92
H  4.81  -1.75  3.32
H  5.88  -0.81  1.40
H  4.66  0.77  -0.09
H  2.41  1.64  0.60
H  -2.53  4.02  1.26
H  -3.22  0.87  0.61
H  0.30  -1.24  -1.08
H  -0.79  -3.26  -0.28
H  -0.66  -3.33  -2.06
H  -3.02  -2.39  -0.68
H  0.74  0.41  -2.68
H  0.18  1.42  -4.83
H  -1.84  0.78  -6.04
H  -3.45  -0.76  -4.95
H  -3.01  -1.65  -2.76

# 11
The following is a quantum chemistry calculation of C33H44AsBrKN4O6S as an isolated structure, from the Open Molecules 2025 dataset.

Properties
- charge = -1
- energy relative to the best compared isomer or geometry (same formula, charge and spin) (eV) = 1.117
- HOMO-LUMO gap (eV) = 6.59
- HOMO energy (eV) = -4.492

Atoms and positions in Å:
K  0.13  -0.65  0.21
Br  1.88  -6.32  5.96
C  1.61  -5.00  4.60
C  1.59  -5.39  3.25
C  1.38  -4.46  2.28
C  1.20  -3.05  2.56
O  0.97  -2.22  1.65
C  1.27  -2.70  3.97
C  1.15  -1.35  4.43
N  1.14  -0.29  3.71
C  1.20  0.96  4.27
C  2.01  1.27  5.36
C  2.14  2.59  5.83
C  1.51  3.63  5.20
C  0.70  3.37  4.07
C  0.08  4.41  3.34
C  -0.66  4.10  2.23
C  -0.79  2.75  1.87
N  -0.23  1.76  2.52
C  0.52  2.04  3.60
C  1.45  -3.69  4.94
H  1.73  -6.43  2.99
H  1.34  -4.75  1.24
H  1.06  -1.25  5.53
H  2.57  0.48  5.83
H  2.78  2.78  6.68
H  1.62  4.65  5.55
H  0.22  5.43  3.67
H  -1.13  4.87  1.64
H  -1.39  2.47  1.00
H  1.47  -3.41  5.99
C  -3.91  3.80  -2.68
C  -2.83  2.86  -2.15
C  -1.47  3.54  -2.07
S  -0.13  2.38  -1.57
O  1.03  3.31  -1.41
C  -0.01  1.53  -3.20
C  1.34  1.66  -3.88
C  1.53  2.99  -4.60
H  -4.88  3.31  -2.71
H  -3.66  4.14  -3.69
H  -4.00  4.69  -2.05
H  -2.77  1.98  -2.80
H  -3.12  2.50  -1.16
H  -1.46  4.32  -1.30
H  -1.18  3.99  -3.02
H  -0.80  1.93  -3.85
H  -0.22  0.49  -2.96
H  1.45  0.83  -4.57
H  2.11  1.54  -3.12
H  0.79  3.10  -5.40
H  2.52  3.07  -5.04
H  1.40  3.82  -3.90
C  -4.96  -3.28  -3.17
C  -3.83  -2.34  -2.74
C  -2.70  -2.98  -1.88
C  -3.26  -3.62  -0.61
C  -2.15  -4.22  0.27
C  -2.01  -4.03  -2.74
O  -2.44  -5.16  -2.89
N  -0.90  -3.60  -3.39
C  -0.17  -2.40  -3.12
O  0.85  -2.23  -3.77
N  -0.66  -1.57  -2.19
C  -1.79  -1.80  -1.52
O  -2.16  -1.03  -0.62
H  -5.62  -2.77  -3.87
H  -5.55  -3.60  -2.32
H  -4.56  -4.17  -3.66
H  -4.24  -1.52  -2.15
H  -3.36  -1.90  -3.63
H  -3.96  -4.41  -0.88
H  -3.79  -2.85  -0.06
H  -1.65  -5.03  -0.25
H  -2.58  -4.62  1.19
H  -1.42  -3.46  0.55
H  -0.44  -4.25  -4.00
C  4.07  2.31  -1.51
As  3.04  1.16  -0.32
C  2.96  2.12  1.34
C  4.27  -0.30  0.00
O  1.62  0.53  -0.82
H  4.93  2.67  -0.95
H  3.44  3.13  -1.83
H  4.41  1.73  -2.37
H  3.97  2.43  1.62
H  2.56  1.46  2.10
H  2.32  3.00  1.23
H  5.25  0.07  0.29
H  4.34  -0.88  -0.92
H  3.86  -0.94  0.78

# 12
The following is a quantum chemistry calculation of C21H20BiN5OSSe2 as an isolated structure, from the Open Molecules 2025 dataset.

Properties
- charge = +2
- HOMO-LUMO gap (eV) = 7.33
- HOMO energy (eV) = -13.550

Atoms and positions in Å:
Bi  0.15  0.58  -0.37
Se  2.09  -1.35  0.49
Se  2.47  -1.54  2.77
C  1.59  0.05  3.46
C  1.59  0.23  4.84
C  1.01  1.38  5.34
C  0.44  2.28  4.46
C  0.48  2.00  3.11
N  1.04  0.90  2.61
C  3.28  0.11  0.03
C  4.66  -0.01  0.02
C  5.38  1.05  -0.50
C  4.71  2.18  -0.96
C  3.33  2.23  -0.84
N  2.63  1.20  -0.36
H  2.05  -0.50  5.49
H  1.00  1.57  6.40
H  -0.02  3.20  4.81
H  0.03  2.67  2.38
H  5.14  -0.90  0.41
H  6.46  0.99  -0.57
H  5.24  3.00  -1.40
H  2.76  3.10  -1.14
C  -1.51  -1.70  1.57
C  -1.70  -2.01  0.12
C  -2.59  -3.04  -0.23
C  -2.74  -3.39  -1.54
C  -2.00  -2.73  -2.54
C  -2.12  -3.06  -3.91
C  -1.37  -2.40  -4.84
C  -0.48  -1.40  -4.44
C  -0.35  -1.04  -3.12
S  0.83  0.21  -2.70
C  -1.12  -1.70  -2.13
N  -1.01  -1.36  -0.81
H  -2.47  -1.67  2.08
H  -0.98  -0.77  1.75
H  -0.93  -2.52  2.02
H  -3.12  -3.55  0.56
H  -3.43  -4.18  -1.83
H  -2.81  -3.85  -4.19
H  -1.45  -2.66  -5.89
H  0.12  -0.89  -5.19
N  -4.18  1.72  -0.35
C  -2.94  2.06  -0.77
N  -2.59  3.36  -0.66
O  -2.15  1.19  -1.19
H  -4.87  2.41  -0.13
H  -4.49  0.78  -0.51
H  -3.28  4.05  -0.41
H  -1.79  3.70  -1.17

Which total energy belongs to each record? In order, -56769.937, -27211.173, -10687.183, -50611.455, -11179.203, -25865.261, -15317.441, -7263.680, -26075.215, -32434.347, -211226.488, -178956.444 eV.